1.
This record from the OMol25 dataset describes C25H42AgBO29 as an isolated structure in a non-equilibrium geometry. The level of theory is ωB97M-V/def2-TZVPD.

Positions of all 98 atoms, in Å:
Ag 24.13675 -16.35608 -7.75492
O 31.28188 -25.85496 -5.02461
C 31.30627 -24.71320 -4.67205
O 31.03237 -23.64589 -5.34101
B 31.01781 -22.38217 -4.54987
O 31.57027 -22.85340 -3.23367
C 31.62891 -24.24834 -3.23139
O 31.96179 -24.97299 -2.24356
O 29.62127 -21.88730 -4.38300
C 29.46185 -20.63859 -4.84398
O 28.43291 -19.96604 -4.90345
C 30.90301 -20.23129 -5.34749
O 31.70770 -21.25722 -5.20426
O 31.15256 -19.09928 -5.78856
C 33.47671 -29.04033 -11.39542
O 33.37740 -28.74575 -12.76933
C 32.55379 -29.56528 -13.46955
O 31.93227 -30.57226 -13.08380
O 32.60570 -29.15761 -14.72762
C 32.11181 -29.84592 -15.85458
H 33.49100 -30.12029 -11.24854
H 32.52871 -28.61717 -11.06325
H 34.41183 -28.68863 -10.95957
H 32.14041 -29.17839 -16.71579
H 31.03341 -29.97379 -15.76069
H 32.64773 -30.79072 -15.94532
C 18.33000 -19.44016 -4.80786
O 18.91139 -20.01775 -3.65049
C 20.29181 -20.13617 -3.57868
O 21.05710 -19.66427 -4.45245
O 20.59853 -20.69240 -2.39781
C 21.88223 -20.86268 -1.97358
H 18.80081 -18.55493 -5.23542
H 17.38207 -19.01599 -4.47679
H 18.16122 -20.15154 -5.61629
H 21.92228 -20.75198 -0.88995
H 22.50683 -20.08857 -2.41936
H 22.30620 -21.83678 -2.21746
C 29.59713 -19.39103 2.68104
O 28.88696 -20.56177 2.36829
C 29.42345 -21.83545 2.47178
O 30.63587 -22.07837 2.53087
O 28.39326 -22.65795 2.50856
C 28.52015 -24.06881 2.72344
H 30.08758 -19.53513 3.64374
H 29.06252 -18.44217 2.72539
H 30.47700 -19.35996 2.03842
H 27.52165 -24.47871 2.57154
H 28.72263 -24.29323 3.77070
H 29.23767 -24.55037 2.05910
C 39.63478 -31.12593 -8.00407
O 38.41686 -30.95150 -7.33145
C 38.28985 -31.51038 -6.12299
O 39.10789 -32.12039 -5.41926
O 36.95424 -31.27238 -5.68057
C 36.73813 -31.21462 -4.23329
H 40.43736 -31.11782 -7.26658
H 39.75878 -30.18340 -8.53732
H 39.68786 -31.95546 -8.70916
H 35.75033 -30.80109 -4.02996
H 37.46192 -30.52848 -3.79347
H 36.70416 -32.21339 -3.79807
C 28.68223 -14.66683 -13.71311
O 29.31049 -13.80143 -12.65417
C 28.84392 -13.75562 -11.42716
O 27.78445 -14.27291 -11.00081
O 29.64829 -12.98763 -10.68600
C 29.18979 -12.60761 -9.39485
H 27.66063 -15.02830 -13.59581
H 29.33604 -15.48895 -14.00424
H 28.53377 -14.03353 -14.58774
H 28.66393 -13.47557 -8.99704
H 28.31594 -11.95814 -9.44678
H 29.76879 -12.10499 -8.62009
C 41.89072 -26.41318 -3.24635
O 41.23370 -25.70022 -4.32305
C 39.99168 -25.30280 -4.12828
O 39.31018 -25.46920 -3.13448
O 39.67938 -24.57709 -5.22748
C 38.43467 -23.86824 -5.25968
H 42.27195 -25.88283 -2.37371
H 42.77712 -26.97521 -3.54048
H 41.19964 -27.13164 -2.80553
H 38.43731 -23.10389 -6.03678
H 38.18933 -23.32836 -4.34511
H 37.66124 -24.59635 -5.50413
C 23.87417 -32.29088 -12.27302
O 24.30408 -32.01258 -10.94702
C 24.60998 -30.79591 -10.46221
O 24.35014 -29.74961 -10.98675
O 25.32219 -31.03872 -9.28266
C 25.37992 -29.95060 -8.35377
H 23.26223 -31.41197 -12.47589
H 23.32552 -33.22761 -12.37117
H 24.60914 -32.12777 -13.06125
H 24.59758 -30.18016 -7.63033
H 25.16820 -28.97135 -8.78312
H 26.37193 -29.82538 -7.91980

Cartesian forces, eV/Å:
0.172 -0.131 0.054
0.063 -0.050 -0.380
0.022 -0.528 1.686
-0.471 1.460 -1.744
-0.181 -1.103 0.866
-0.132 -1.852 -0.327
1.716 -0.446 3.848
-1.567 3.267 -4.228
-0.753 0.922 -0.203
-0.478 -0.058 -0.126
2.172 -1.565 0.244
-0.636 3.127 -0.815
0.293 -0.058 0.130
-0.197 -3.026 0.975
-0.913 -0.770 0.401
-0.119 -0.795 -1.735
-0.583 -2.500 0.175
1.565 2.730 -0.472
0.768 1.664 -0.072
-1.246 -0.266 0.493
-0.291 -0.028 0.044
0.509 -0.066 1.401
-0.380 0.692 -0.294
0.942 -0.067 0.115
-0.043 -0.675 0.353
-0.212 0.081 -0.404
-0.684 0.810 -0.356
2.104 -0.502 0.404
0.442 1.978 -1.895
-1.883 -1.730 2.721
-3.208 0.265 -1.633
2.692 0.380 0.320
0.897 -0.264 0.285
-0.204 -0.539 0.111
0.117 -0.208 0.237
-0.258 0.022 -0.071
0.261 -0.087 0.043
-0.240 -0.072 -0.215
2.832 -0.934 0.609
-1.529 -1.366 -0.152
2.781 1.492 0.352
-3.148 0.340 -0.011
-0.363 -0.046 -0.112
-0.105 -0.198 0.214
-0.251 0.111 0.443
-0.656 -0.668 -0.517
-0.175 0.579 -0.473
0.077 0.188 -0.407
0.507 0.264 -0.016
0.038 0.247 0.072
1.342 1.273 0.025
-1.194 -0.973 1.112
-1.062 -0.918 3.126
-1.686 1.788 -2.419
1.934 0.109 -0.539
0.084 -0.125 -0.642
0.126 -0.576 -0.138
0.000 -0.181 -0.365
-0.302 -0.160 0.364
-0.010 0.163 -0.668
0.148 -0.432 0.154
0.621 0.047 -0.013
-0.108 0.933 -0.183
-0.465 -1.262 -1.433
-3.043 -0.873 1.595
2.517 1.045 -1.161
1.063 0.676 -0.197
-3.104 -0.783 0.701
0.214 -0.016 1.314
0.178 0.215 0.552
0.658 0.354 0.138
0.651 -0.288 0.540
-0.001 0.518 -0.795
1.373 -0.549 -1.009
-0.510 -1.110 0.838
1.916 -0.752 0.691
-1.163 1.161 0.791
0.661 0.048 -1.285
0.107 0.173 0.348
-0.652 -0.324 0.053
-0.493 1.204 -0.378
-0.322 0.222 -1.099
-0.156 -0.039 -0.236
0.586 -0.342 -0.200
0.232 -0.452 0.278
-0.212 0.198 0.202
-0.777 2.879 -0.485
1.128 -1.341 1.130
0.789 -1.097 0.190
0.120 -0.119 0.543
-0.951 0.802 -1.912
-0.496 0.488 0.049
-0.977 -0.383 -0.450
0.329 0.175 0.491
0.789 -0.727 0.452
0.355 0.252 0.414
-0.234 -0.223 -0.467
-0.071 -0.701 0.045

HOMO energy (eV): -8.4267
Largest force on an atom (eV/A): 5.57
HOMO-LUMO gap (hartree): 0.0954
E_LUMO (Eh): -0.214
Multiplicity: 1

---

2.
This record from the OMol25 dataset describes C33H29N6O4Se2SiY as an isolated structure in a non-equilibrium geometry. The level of theory is ωB97M-V/def2-TZVPD.

Positions of all 76 atoms, in Å:
Y -0.00197 0.07402 1.12606
O -3.91719 2.28258 1.36860
C -4.62090 1.42814 2.12258
C -6.01124 1.55619 2.15444
C -6.76903 0.74607 2.97614
C -6.16112 -0.21512 3.77801
C -4.78791 -0.37250 3.72439
C -4.00369 0.43005 2.89822
C -2.53511 0.23351 2.80240
O -1.81989 1.12884 2.25017
N -2.07962 -0.89016 3.35802
N -0.75761 -1.04965 3.16975
C -0.19697 -2.02976 3.77834
C 1.24662 -2.15925 3.71455
C 1.92832 -3.17961 4.38402
C 3.30919 -3.19557 4.35155
C 3.98272 -2.19553 3.66327
C 3.22586 -1.23095 3.01443
N 1.90284 -1.21393 3.02736
H -2.96770 2.04292 1.50355
H -6.47335 2.30293 1.52046
H -7.84654 0.86570 2.99965
H -6.75852 -0.84347 4.42763
H -4.28629 -1.13020 4.30826
H -0.78383 -2.71460 4.38552
H 1.36629 -3.93479 4.91943
H 3.85964 -3.97610 4.86339
H 5.06282 -2.16535 3.62542
H 3.69749 -0.42854 2.45513
O -3.98935 0.43305 -5.06983
C -4.13638 0.44316 -3.67220
N -2.98665 0.98740 -2.97438
C -2.42346 2.14570 -3.34167
O -2.77279 2.80207 -4.33576
C -1.30044 2.58662 -2.47292
C -0.26698 3.37207 -2.96508
C 0.80599 3.65484 -2.13319
C 0.83708 3.08623 -0.86549
N -0.16328 2.35134 -0.38311
C -1.23460 2.17043 -1.15204
H -3.65184 1.31941 -5.28337
H -4.26179 -0.58572 -3.34211
H -5.02886 1.01738 -3.38372
H -2.61415 0.43816 -2.18145
H -0.30841 3.72213 -3.98890
H 1.63221 4.26521 -2.47252
H 1.69754 3.21208 -0.21637
H -2.05059 1.61195 -0.71416
C 5.72447 1.41813 -1.31016
C 5.87065 0.33671 -0.45292
C 4.78021 -0.47183 -0.15875
C 3.51266 -0.22487 -0.69380
C 3.39553 0.86823 -1.55728
C 4.47879 1.67620 -1.86700
Si 1.96838 -1.28171 -0.23585
C 1.55726 -2.06485 -1.94048
C 0.77061 -1.40097 -2.88409
C 0.46461 -1.97731 -4.10835
C 0.92731 -3.24935 -4.41600
C 1.70067 -3.93521 -3.49008
C 2.01052 -3.34370 -2.27193
H 6.57105 2.05527 -1.53865
H 6.84035 0.12733 -0.01291
H 4.91391 -1.32361 0.50134
H 2.42892 1.08842 -2.00036
H 4.35249 2.51896 -2.53899
H 2.67857 -2.47087 0.38197
H 0.35155 -0.43066 -2.64031
H -0.16501 -1.44570 -4.81357
H 0.67621 -3.71066 -5.36519
H 2.05850 -4.93516 -3.71531
H 2.61627 -3.88886 -1.55524
Se -1.95986 -0.85998 -0.40528
Se 3.41093 3.59798 2.83662
C 2.15571 2.44648 2.41076
N 1.32218 1.68219 2.11936

Cartesian forces, eV/Å:
-1.278 0.632 0.476
-0.270 0.072 -0.094
0.080 -0.005 0.154
-0.066 0.071 -0.059
0.013 0.007 0.009
-0.021 -0.070 0.073
-0.055 0.044 -0.142
0.042 0.094 -0.102
0.081 -0.356 0.497
-0.020 0.027 0.188
-0.495 0.119 0.125
-0.096 -0.150 0.159
-0.274 0.195 -0.090
0.620 -0.048 -0.058
-0.246 0.077 -0.049
0.147 0.062 -0.044
-0.086 -0.122 0.117
0.050 0.173 -0.111
-0.288 -0.051 -0.050
0.132 -0.050 -0.005
0.036 0.020 0.023
0.003 0.003 -0.027
0.010 0.000 -0.013
0.011 -0.018 0.007
-0.039 0.039 0.044
0.015 -0.008 0.001
-0.010 -0.006 -0.004
0.000 0.027 -0.020
0.002 -0.032 -0.002
0.144 0.035 -0.120
-0.022 0.152 0.220
-0.166 0.195 -0.391
-0.313 -0.102 -0.023
-0.012 -0.088 -0.014
0.233 0.286 -0.086
-0.009 -0.145 0.066
-0.010 0.003 -0.045
0.067 0.025 0.034
0.091 -0.118 0.229
-0.188 -0.080 -0.153
-0.041 0.019 -0.006
0.038 0.009 0.085
0.048 0.018 -0.071
0.104 -0.272 0.099
-0.018 0.029 0.003
0.022 -0.024 0.023
-0.012 -0.022 0.007
0.004 0.064 0.100
0.028 -0.021 0.011
0.057 0.056 -0.017
0.013 0.029 0.004
0.057 -0.151 0.078
-0.013 -0.011 0.006
0.003 0.052 -0.041
1.109 -0.804 -1.201
0.086 -0.016 0.141
0.016 -0.011 -0.022
-0.031 0.041 -0.069
0.022 -0.049 -0.021
0.005 -0.035 -0.028
0.017 0.030 -0.036
-0.008 0.004 0.005
-0.014 -0.019 0.006
0.021 -0.004 -0.021
0.012 0.016 -0.023
-0.016 -0.012 0.004
0.003 0.027 0.082
-0.045 -0.012 0.014
0.005 0.013 0.020
-0.012 0.018 0.006
-0.002 0.009 0.002
-0.002 -0.005 -0.008
0.062 -0.502 -0.154
0.750 0.686 0.257
-0.844 -0.789 -0.259
0.761 0.731 0.306

HOMO energy (eV): -1.1707
Total charge: -2
Largest force on an atom (eV/A): 1.82
HOMO-LUMO gap (hartree): 0.1920
E_LUMO (Eh): 0.149
Multiplicity: 1

---

3.
This record from the OMol25 dataset describes one molecule with the formula C6H9N. The level of theory is ωB97M-V/def2-TZVPD.

Positions of all 16 atoms, in Å:
C 1.43791 -0.54260 1.00057
C 0.25794 -0.05530 0.18444
C 0.52894 0.87423 -0.97203
C -0.22381 1.36864 0.22823
C -2.31673 -0.61361 0.34999
N -1.90833 -0.82779 -0.86422
C -0.85122 -1.07346 0.04580
H 1.14463 -0.81480 2.02067
H 2.22164 0.21940 1.06285
H 1.88418 -1.43209 0.53407
H 1.55163 1.22014 -1.09875
H 0.00108 0.73003 -1.91180
H 0.24189 2.08135 0.89723
H -1.29621 1.49274 0.12793
H -2.08087 -0.50820 -1.80994
H -0.59267 -2.11865 0.20495

Cartesian forces, eV/Å:
0.001 0.037 0.041
-0.051 -0.115 0.045
0.073 -0.075 -0.180
0.107 0.103 0.193
0.144 -0.194 -0.562
-0.265 0.222 0.266
0.255 -0.103 0.074
-0.009 0.066 -0.127
-0.157 -0.057 0.006
-0.116 0.171 0.064
-0.150 -0.107 0.032
0.012 0.051 0.149
0.082 -0.085 -0.048
0.124 0.161 0.020
-0.127 -0.199 0.123
0.078 0.125 -0.096

HOMO energy (eV): -8.8116
Largest force on an atom (eV/A): 0.61
HOMO-LUMO gap (hartree): 0.3594
E_LUMO (Eh): 0.036
Multiplicity: 1